Record 1
{"formula": "C65H52BrN3O5P2Pb", "method": "ωB97M-V/def2-TZVPD", "species": ["Pb", "O", "C", "C", "C", "C", "C", "C", "C", "O", "N", "N", "C", "C", "Br", "C", "C", "C", "C", "C", "C", "C", "H", "H", "H", "H", "H", "H", "H", "H", "H", "H", "H", "H", "H", "H", "O", "C", "O", "C", "C", "C", "C", "C", "C", "C", "C", "C", "N", "H", "H", "H", "H", "H", "H", "C", "C", "C", "C", "C", "C", "C", "C", "P", "C", "C", "C", "C", "C", "C", "C", "C", "C", "C", "C", "C", "C", "O", "C", "C", "C", "C", "C", "C", "P", "C", "C", "C", "C", "C", "C", "C", "C", "C", "C", "C", "C", "H", "H", "H", "H", "H", "H", "H", "H", "H", "H", "H", "H", "H", "H", "H", "H", "H", "H", "H", "H", "H", "H", "H", "H", "H", "H", "H", "H", "H", "H", "H", "H"], "positions_angstrom": [[0.26, -0.08, -0.09], [-1.41, 2.68, 3.39], [-2.20, 1.83, 4.08], [-2.83, 2.28, 5.24], [-3.68, 1.44, 5.95], [-3.92, 0.15, 5.51], [-3.28, -0.31, 4.36], [-2.42, 0.52, 3.65], [-1.76, -0.01, 2.39], [-0.58, 0.60, 2.07], [-2.76, 0.22, 1.30], [-2.40, 0.75, 0.17], [-3.24, 1.14, -0.72], [-2.81, 1.79, -1.93], [-0.96, 2.35, -1.91], [-3.51, 2.12, -3.02], [-4.91, 1.81, -3.32], [-5.60, 2.67, -4.19], [-6.93, 2.45, -4.49], [-7.60, 1.36, -3.95], [-6.92, 0.47, -3.13], [-5.58, 0.69, -2.83], [-0.93, 2.12, 2.73], [-2.64, 3.29, 5.57], [-4.16, 1.80, 6.85], [-4.59, -0.51, 6.05], [-3.45, -1.32, 4.00], [-1.65, -1.10, 2.48], [-3.75, 0.09, 1.52], [-4.32, 1.05, -0.56], [-3.01, 2.73, -3.76], [-5.09, 3.52, -4.61], [-7.46, 3.14, -5.14], [-8.65, 1.20, -4.18], [-7.43, -0.39, -2.73], [-5.05, -0.04, -2.23], [-1.52, -3.66, 1.59], [-1.01, -2.94, 0.74], [-0.01, -2.15, 0.93], [-1.62, -2.99, -0.67], [-2.30, -4.15, -1.08], [-2.79, -4.23, -2.35], [-2.62, -3.14, -3.23], [-3.08, -3.14, -4.56], [-2.88, -2.05, -5.37], [-2.23, -0.91, -4.86], [-1.78, -0.88, -3.57], [-1.94, -1.99, -2.73], [-1.45, -1.96, -1.46], [-2.42, -4.96, -0.36], [-3.31, -5.12, -2.70], [-3.59, -4.02, -4.94], [-3.22, -2.06, -6.39], [-2.08, -0.06, -5.51], [-1.28, 0.00, -3.18], [8.05, -1.50, 0.60], [7.18, -0.23, 0.48], [8.08, 1.02, 0.54], [6.18, -0.19, 1.63], [6.64, -0.22, 2.94], [5.75, -0.21, 4.00], [4.39, -0.15, 3.77], [3.90, -0.09, 2.47], [2.04, 0.05, 2.20], [1.59, -1.33, 3.30], [2.22, -2.55, 3.03], [1.85, -3.69, 3.71], [0.84, -3.64, 4.66], [0.22, -2.44, 4.93], [0.59, -1.29, 4.26], [1.89, 1.63, 3.12], [1.92, 2.79, 2.34], [1.86, 4.04, 2.93], [1.76, 4.15, 4.31], [1.73, 3.00, 5.09], [1.80, 1.75, 4.50], [4.81, -0.11, 1.42], [4.26, -0.06, 0.16], [5.07, -0.17, -0.93], [4.40, -0.21, -2.16], [5.13, -0.31, -3.33], [6.51, -0.36, -3.28], [7.16, -0.33, -2.05], [6.46, -0.24, -0.86], [2.57, -0.12, -2.11], [2.39, 1.40, -3.12], [2.76, 2.54, -2.40], [2.74, 3.79, -2.98], [2.33, 3.93, -4.30], [1.92, 2.81, -5.01], [1.93, 1.56, -4.43], [2.24, -1.68, -3.03], [2.06, -2.77, -2.17], [1.82, -4.03, -2.67], [1.74, -4.23, -4.04], [1.93, -3.16, -4.90], [2.20, -1.89, -4.40], [8.59, -1.51, 1.54], [8.78, -1.54, -0.21], [7.42, -2.39, 0.55], [8.63, 1.05, 1.48], [7.48, 1.93, 0.47], [8.81, 1.02, -0.27], [7.70, -0.26, 3.14], [6.12, -0.24, 5.02], [3.70, -0.17, 4.59], [2.98, -2.60, 2.26], [2.34, -4.64, 3.49], [0.54, -4.54, 5.18], [-0.58, -2.39, 5.66], [0.08, -0.36, 4.46], [1.98, 2.70, 1.26], [1.88, 4.93, 2.32], [1.71, 5.12, 4.78], [1.65, 3.08, 6.17], [1.76, 0.87, 5.13], [4.61, -0.34, -4.28], [7.08, -0.44, -4.19], [8.24, -0.38, -2.03], [3.07, 2.42, -1.36], [3.03, 4.66, -2.41], [2.34, 4.90, -4.77], [1.59, 2.92, -6.04], [1.56, 0.71, -4.99], [2.09, -2.61, -1.09], [1.69, -4.86, -1.99], [1.54, -5.22, -4.44], [1.86, -3.30, -5.97], [2.36, -1.08, -5.09]], "e_above_lowest_kj_mol": 0.0, "orbital_gap_ha": 0.275}



Record 2
{"formula": "C65H52MnNO4P3S2Si", "method": "ωB97M-V/def2-TZVPD", "species": ["Mn", "C", "C", "C", "C", "C", "C", "P", "C", "C", "C", "C", "C", "C", "C", "C", "C", "C", "C", "C", "Si", "C", "C", "C", "C", "C", "C", "P", "C", "C", "C", "C", "C", "C", "C", "C", "C", "C", "C", "C", "C", "C", "C", "C", "C", "C", "P", "C", "C", "C", "C", "C", "C", "C", "C", "C", "C", "C", "C", "H", "H", "H", "H", "H", "H", "H", "H", "H", "H", "H", "H", "H", "H", "H", "H", "H", "H", "H", "H", "H", "H", "H", "H", "H", "H", "H", "H", "H", "H", "H", "H", "H", "H", "H", "H", "H", "H", "H", "H", "H", "H", "C", "C", "S", "C", "C", "S", "H", "H", "H", "H", "H", "H", "O", "C", "O", "C", "C", "C", "C", "C", "C", "N", "O", "O", "H", "H", "H", "H"], "positions_angstrom": [[0.29, -0.41, -0.58], [5.44, -3.56, 2.52], [5.18, -2.40, 3.26], [4.05, -1.64, 2.99], [3.17, -2.01, 1.97], [3.44, -3.17, 1.24], [4.57, -3.94, 1.52], [1.64, -1.04, 1.62], [2.17, 0.56, 2.35], [3.28, 1.16, 1.76], [3.82, 2.33, 2.29], [3.24, 2.91, 3.41], [2.12, 2.33, 3.99], [1.59, 1.16, 3.46], [0.53, -1.69, 2.92], [0.90, -2.58, 3.93], [-0.03, -2.95, 4.90], [-1.32, -2.42, 4.86], [-1.68, -1.55, 3.84], [-0.77, -1.19, 2.84], [-1.21, -0.28, 1.22], [-2.75, -1.33, 0.80], [-4.03, -1.19, 1.34], [-5.04, -2.09, 1.01], [-4.77, -3.14, 0.13], [-3.51, -3.28, -0.42], [-2.50, -2.37, -0.09], [-0.81, -2.39, -0.86], [-1.32, -3.04, -2.52], [-1.05, -4.30, -3.04], [-1.52, -4.68, -4.30], [-2.27, -3.80, -5.06], [-2.56, -2.54, -4.55], [-2.08, -2.17, -3.31], [-0.10, -3.90, -0.07], [-0.59, -4.38, 1.15], [0.00, -5.48, 1.77], [1.06, -6.13, 1.17], [1.56, -5.66, -0.04], [1.00, -4.54, -0.64], [-1.81, 1.46, 1.63], [-2.04, 1.97, 2.91], [-2.41, 3.29, 3.09], [-2.58, 4.12, 1.98], [-2.36, 3.62, 0.70], [-1.95, 2.30, 0.53], [-1.63, 1.52, -1.11], [-3.43, 1.47, -1.67], [-4.09, 2.62, -2.11], [-5.42, 2.59, -2.51], [-6.13, 1.40, -2.50], [-5.50, 0.24, -2.07], [-4.17, 0.28, -1.66], [-1.10, 2.85, -2.25], [-0.43, 3.99, -1.84], [0.03, 4.92, -2.78], [-0.21, 4.73, -4.12], [-0.91, 3.60, -4.55], [-1.34, 2.66, -3.62], [6.33, -4.14, 2.73], [5.86, -2.10, 4.04], [3.86, -0.75, 3.58], [2.78, -3.45, 0.44], [4.76, -4.84, 0.94], [3.71, 0.72, 0.86], [4.66, 2.80, 1.80], [3.64, 3.84, 3.80], [1.65, 2.80, 4.85], [0.72, 0.71, 3.93], [1.90, -2.99, 3.97], [0.25, -3.65, 5.68], [-2.04, -2.70, 5.62], [-2.70, -1.18, 3.79], [-4.25, -0.36, 2.01], [-6.03, -1.96, 1.42], [-5.56, -3.84, -0.13], [-3.31, -4.08, -1.12], [-0.50, -5.03, -2.46], [-1.29, -5.67, -4.68], [-2.63, -4.09, -6.04], [-3.15, -1.84, -5.13], [-2.29, -1.18, -2.94], [-1.43, -3.88, 1.63], [-0.39, -5.82, 2.72], [1.52, -6.99, 1.66], [2.41, -6.15, -0.50], [1.44, -4.13, -1.54], [-1.92, 1.32, 3.78], [-2.57, 3.69, 4.09], [-2.85, 5.16, 2.12], [-2.49, 4.28, -0.15], [-3.55, 3.56, -2.15], [-5.90, 3.51, -2.85], [-7.16, 1.37, -2.82], [-6.03, -0.70, -2.05], [-3.70, -0.63, -1.33], [-0.24, 4.17, -0.80], [0.58, 5.79, -2.43], [0.15, 5.45, -4.85], [-1.09, 3.43, -5.60], [-1.85, 1.78, -3.96], [4.13, -1.49, -3.33], [2.74, -1.13, -2.87], [2.38, -1.49, -1.20], [1.84, -0.54, -3.64], [2.07, -0.16, -5.08], [0.26, -0.09, -3.02], [4.72, -1.87, -2.49], [4.66, -0.62, -3.74], [4.12, -2.27, -4.11], [2.99, -0.62, -5.47], [2.15, 0.92, -5.18], [1.23, -0.49, -5.70], [2.75, 1.93, -1.28], [1.88, 2.23, -0.48], [0.81, 1.52, -0.19], [1.99, 3.50, 0.32], [1.19, 3.73, 1.45], [1.30, 4.89, 2.19], [2.23, 5.88, 1.81], [3.05, 5.65, 0.68], [2.92, 4.48, -0.04], [2.35, 7.05, 2.55], [1.59, 7.22, 3.58], [3.22, 7.93, 2.20], [0.48, 2.96, 1.74], [0.70, 5.06, 3.07], [3.76, 6.42, 0.41], [3.53, 4.29, -0.91]], "spin_multiplicity": 2, "charge": -2, "orbital_gap_ha": [0.142, 0.192]}



Record 3
{"formula": "C65H54F18IN10O15S2", "method": "ωB97M-V/def2-TZVPD", "species": ["C", "O", "C", "C", "C", "C", "C", "C", "F", "F", "C", "F", "F", "C", "F", "F", "C", "F", "F", "S", "F", "F", "F", "F", "F", "N", "C", "C", "C", "I", "C", "N", "C", "S", "N", "C", "F", "F", "C", "C", "C", "C", "C", "C", "F", "F", "F", "C", "H", "H", "H", "H", "H", "H", "H", "H", "H", "H", "H", "H", "H", "H", "H", "H", "H", "H", "H", "C", "C", "C", "C", "C", "C", "N", "O", "O", "H", "H", "H", "H", "H", "C", "C", "C", "C", "C", "C", "N", "O", "O", "H", "H", "H", "H", "H", "C", "C", "C", "C", "C", "C", "N", "O", "O", "H", "H", "H", "H", "H", "C", "C", "C", "C", "C", "C", "N", "O", "O", "H", "H", "H", "H", "H", "C", "C", "C", "C", "C", "C", "N", "O", "O", "H", "H", "H", "H", "H", "C", "C", "C", "C", "C", "C", "N", "O", "O", "H", "H", "H", "H", "H", "C", "C", "C", "C", "C", "C", "N", "O", "O", "H", "H", "H", "H", "H"], "positions_angstrom": [[2.69, -0.15, 1.98], [2.15, -1.44, 2.22], [1.34, -1.48, 3.38], [0.07, -0.64, 3.25], [-0.70, -0.41, 2.17], [-0.43, -1.03, 0.81], [-0.74, -2.54, 0.92], [-0.10, -3.42, -0.16], [1.04, -2.81, -0.59], [0.32, -4.57, 0.40], [-0.93, -3.68, -1.44], [-0.26, -4.61, -2.15], [-0.97, -2.59, -2.23], [-2.42, -4.13, -1.18], [-3.11, -2.99, -0.99], [-2.39, -4.88, -0.06], [-2.97, -5.00, -2.35], [-2.58, -4.56, -3.54], [-2.45, -6.21, -2.19], [-4.86, -5.19, -2.42], [-4.74, -5.62, -3.95], [-4.75, -6.75, -2.06], [-5.02, -4.90, -0.86], [-5.04, -3.68, -2.82], [-6.42, -5.37, -2.52], [-1.75, 0.45, 2.53], [-2.78, 0.92, 1.60], [-3.17, 2.42, 1.73], [-3.22, 3.18, 0.38], [-4.75, 4.70, 0.55], [-1.59, 0.70, 3.82], [-2.48, 1.53, 4.52], [-3.60, 1.03, 4.67], [-4.92, 0.26, 4.72], [-0.54, 0.08, 4.30], [-0.19, 0.18, 5.72], [0.91, -0.54, 6.01], [0.09, 1.45, 6.04], [-1.33, -0.37, 6.58], [-1.62, -1.70, 6.40], [-2.66, -2.26, 7.10], [-3.38, -1.48, 7.97], [-3.08, -0.17, 8.14], [-3.89, 0.72, 9.07], [-3.23, 1.82, 9.42], [-4.31, 0.04, 10.14], [-5.01, 1.12, 8.41], [-2.04, 0.42, 7.45], [3.43, -0.24, 1.18], [3.23, 0.25, 2.86], [1.95, 0.57, 1.64], [1.04, -2.53, 3.47], [1.98, -1.16, 4.21], [0.60, -0.80, 0.58], [-1.05, -0.53, 0.05], [-0.31, -2.88, 1.87], [-1.82, -2.66, 1.04], [-3.68, 0.32, 1.79], [-2.46, 0.74, 0.58], [-4.19, 2.44, 2.15], [-2.54, 2.97, 2.43], [-3.45, 2.51, -0.45], [-2.28, 3.70, 0.25], [-1.06, -2.31, 5.70], [-2.90, -3.31, 6.95], [-4.21, -1.95, 8.50], [-1.77, 1.46, 7.53], [7.61, 3.19, -0.32], [6.86, 4.32, -0.63], [5.51, 4.36, -0.35], [4.91, 3.27, 0.26], [5.64, 2.13, 0.57], [6.99, 2.10, 0.28], [3.49, 3.32, 0.59], [2.87, 4.32, 0.28], [2.99, 2.36, 1.15], [8.66, 3.16, -0.54], [7.34, 5.17, -1.10], [4.94, 5.24, -0.59], [5.17, 1.28, 1.04], [7.57, 1.22, 0.52], [1.71, 9.78, -0.12], [1.86, 8.43, 0.13], [0.75, 7.63, 0.33], [-0.51, 8.20, 0.28], [-0.67, 9.56, 0.04], [0.44, 10.35, -0.16], [-1.69, 7.36, 0.47], [-1.52, 6.17, 0.70], [-2.78, 7.89, 0.39], [2.58, 10.40, -0.28], [2.85, 7.99, 0.16], [0.87, 6.57, 0.52], [-1.66, 10.00, 0.01], [0.33, 11.41, -0.35], [-0.77, -5.56, -6.31], [0.17, -6.19, -7.11], [-0.20, -6.72, -8.33], [-1.52, -6.61, -8.74], [-2.47, -5.99, -7.95], [-2.09, -5.46, -6.73], [-1.92, -7.16, -10.04], [-1.07, -7.72, -10.71], [-3.08, -7.02, -10.38], [-0.47, -5.13, -5.36], [1.20, -6.26, -6.79], [0.53, -7.21, -8.96], [-3.50, -5.92, -8.27], [-2.82, -4.97, -6.10], [11.65, 7.47, -4.25], [11.60, 6.11, -3.96], [10.38, 5.49, -3.74], [9.22, 6.25, -3.82], [9.26, 7.60, -4.11], [10.48, 8.21, -4.32], [7.93, 5.59, -3.62], [7.92, 4.40, -3.35], [6.92, 6.27, -3.73], [12.61, 7.95, -4.42], [12.52, 5.53, -3.90], [10.35, 4.44, -3.51], [8.35, 8.18, -4.16], [10.53, 9.27, -4.54], [-0.58, -7.62, 10.32], [-1.79, -6.94, 10.26], [-1.80, -5.55, 10.20], [-0.59, -4.87, 10.22], [0.62, -5.54, 10.29], [0.62, -6.92, 10.35], [-0.60, -3.40, 10.14], [-1.68, -2.84, 10.09], [0.47, -2.83, 10.12], [-0.57, -8.70, 10.36], [-2.72, -7.48, 10.24], [-2.74, -5.02, 10.15], [1.55, -4.99, 10.31], [1.56, -7.45, 10.40], [-4.98, 8.99, 2.24], [-5.68, 10.13, 1.88], [-6.62, 10.67, 2.74], [-6.84, 10.06, 3.97], [-6.15, 8.92, 4.34], [-5.22, 8.38, 3.47], [-7.81, 10.65, 4.90], [-8.41, 11.64, 4.53], [-7.96, 10.11, 5.97], [-4.24, 8.57, 1.56], [-5.49, 10.60, 0.92], [-7.16, 11.56, 2.46], [-6.34, 8.45, 5.29], [-4.67, 7.49, 3.74], [0.01, -9.20, -14.31], [0.75, -10.01, -15.16], [1.39, -11.14, -14.67], [1.27, -11.45, -13.32], [0.55, -10.64, -12.46], [-0.08, -9.52, -12.95], [1.93, -12.66, -12.80], [2.57, -13.33, -13.58], [1.78, -12.91, -11.62], [-0.49, -8.33, -14.69], [0.83, -9.77, -16.21], [1.96, -11.77, -15.33], [0.47, -10.89, -11.41], [-0.66, -8.88, -12.29]], "charge": 1, "orbital_gap_ha": 0.263}